Molecular formula: C7H9N2O
Method: DFT, ωB97M-V/def2-TZVPD

XYZ file:
```
19
Properties=species:S:1:pos:R:3
C 1.88331 -0.42353 -1.44063
C 1.25240 0.09374 -2.56577
C 0.91935 -0.42027 -0.43491
C -0.23189 0.11614 -0.98027
C 0.68085 -0.83633 0.94547
C -0.79717 -0.37174 1.12682
C -1.05077 0.69566 2.23000
N -0.04818 0.36357 -2.31429
N -1.23092 0.18061 -0.14007
O -2.66801 0.48566 -0.34829
H 2.98729 -0.66768 -1.20051
H 1.61824 0.26964 -3.55130
H 0.69175 -1.86708 1.10581
H 1.24753 -0.28140 1.74112
H -1.33607 -1.24185 1.38694
H -0.58678 1.67848 1.73318
H -0.64678 0.30707 3.08760
H -2.05959 0.91869 2.42580
H -0.62458 1.00063 -2.80671
```

Summary:
- Orbital gap (alpha / beta): 8.21 / 7.36 eV
- SMILES: C[C@@H]1Cc2cc[nH]c2[N+]1=O
- Net charge: +1
- LUMO (alpha / beta): -6.66 / -6.48 eV
- Energy above the lowest of the compared OMol25 structures with the same formula, charge and spin: 108.2 kcal per mole
- Spin multiplicity: 1
- Maximum force: 0.142 hartree/bohr

Atomic partial charges in e from the natural (NBO) method, atoms 1 to 8: atom 1 (C): -0.273, atom 2 (C): 0.162, atom 3 (C): 0.090, atom 4 (C): 0.281, atom 5 (C): -0.455, atom 6 (C): -0.060, atom 7 (C): -0.581, atom 8 (N): -0.483

***

Molecular formula: C31H32BHfN4SbSe4
Method: DFT, ωB97M-V/def2-TZVPD

XYZ file:
```
74
Properties=species:S:1:pos:R:3
Hf -1.04097 1.35980 1.42526
C 0.64643 1.23929 -5.15480
C 0.39749 0.61645 -3.77968
C 0.95999 -0.79914 -3.72542
C -1.06861 0.71008 -3.40108
C -1.58878 1.94039 -3.00446
C -2.91061 2.08006 -2.62225
C -3.76625 0.98327 -2.60613
C -5.17219 1.13051 -2.09492
C -3.25868 -0.24071 -3.02342
C -1.93408 -0.37720 -3.41985
H 1.71479 1.25549 -5.38359
H 0.26892 2.26252 -5.19900
H 0.13680 0.66144 -5.93207
H 0.93830 1.21063 -3.03554
H 0.54484 -1.42256 -4.52487
H 0.74540 -1.26948 -2.76753
H 2.04528 -0.77855 -3.84741
H -0.92249 2.79658 -2.94710
H -3.26812 3.03834 -2.26393
H -5.15471 1.57797 -1.09841
H -5.66919 0.16114 -2.02387
H -5.77336 1.77074 -2.74604
H -3.90189 -1.11534 -3.00335
H -1.56473 -1.35746 -3.69637
B -1.60334 1.57667 4.35984
N -2.49788 0.43540 3.78654
C -3.74395 0.10707 4.11282
C -4.16967 -0.91169 3.27168
C -3.09340 -1.12280 2.41885
N -2.08069 -0.31044 2.73437
N -0.17510 1.04226 4.38444
C 0.55779 0.43489 5.32261
C 1.71691 -0.03769 4.72815
C 1.59745 0.32218 3.38338
N 0.45520 0.97880 3.19978
H -2.00162 1.84328 5.46332
H -1.62948 2.53325 3.59721
H -4.24401 0.61403 4.92012
H -5.12573 -1.40415 3.26681
H -2.99669 -1.80166 1.58623
H 0.20595 0.38787 6.33950
H 2.52912 -0.56704 5.19426
H 2.25594 0.15383 2.54522
Se -1.90305 6.23918 1.42060
Sb -0.89969 4.22474 0.59518
Se -3.34602 2.38654 1.06965
Se 1.60874 3.60875 1.85144
Se 1.60191 4.90033 -0.12695
C 0.04756 0.85759 -0.25740
C 0.88311 -0.05205 -0.06521
C 1.88293 -1.01883 0.01786
C 2.99098 -0.85285 -0.91863
C 3.71553 -1.93141 -1.45520
C 4.69931 -1.74100 -2.41442
C 5.00302 -0.47124 -2.88459
C 4.29419 0.61195 -2.36887
C 3.31778 0.42968 -1.40877
C 1.73747 -2.09929 0.96488
C 2.82956 -2.83403 1.48012
C 2.66036 -3.81163 2.44495
C 1.40299 -4.10907 2.95926
C 0.31304 -3.39098 2.47761
C 0.47410 -2.42153 1.50758
H 3.46759 -2.93995 -1.15182
H 5.22206 -2.60421 -2.81355
H 5.77047 -0.32567 -3.63533
H 4.50958 1.61697 -2.71320
H 2.78707 1.28847 -1.01315
H 3.82970 -2.59695 1.14313
H 3.53292 -4.33764 2.81923
H 1.27713 -4.86634 3.72322
H -0.67929 -3.58632 2.87045
H -0.39140 -1.88154 1.14261
```

Summary:
- Orbital gap: 5.53 eV
- Net charge: -2
- LUMO: 4.31 eV
- Energy above the lowest of the compared OMol25 structures with the same formula, charge and spin: 59.7 kcal per mole
- Spin multiplicity: 1
- Maximum force: 0.022 hartree/bohr

Atomic partial charges in e from the Löwdin method, atoms 1 to 8: atom 1 (Hf): 0.900, atom 2 (C): -0.072, atom 3 (C): -0.383, atom 4 (C): -0.075, atom 5 (C): -0.222, atom 6 (C): -0.053, atom 7 (C): -0.073, atom 8 (C): -0.300